Record 1
Formula: C22H22N7OPtS2
Source: OMol25
Level of theory: the ωB97M-V functional and the def2-TZVPD basis

Its HOMO-LUMO gap (spin up / spin down) is 6.691 / 6.633 eV. Its LUMO energy (spin up / spin down) is -3.075 / -3.147 eV. The calculation puts the relative energy (zero: lowest compared OMol25 entry of this formula, charge and spin) at 34.46 kcal per mole. The largest force on an atom comes out at 2.86 eV/Å.

```
! RIJCOSX wB97M-V def2-TZVPD def2/J DEFGRID3
* xyz 1 1
Pt 0.21479 -0.26242 -0.02949
C -1.71934 -4.50857 2.54237
N -2.58111 -3.52928 1.94191
C -3.94071 -3.48204 2.03588
C -4.36109 -2.38576 1.37773
N -3.25234 -1.72776 0.86255
C -2.14653 -2.46738 1.21555
S -0.50561 -2.36984 0.87063
C -3.34540 -0.50766 0.16605
C -4.60122 0.01203 -0.16627
C -4.67833 1.21530 -0.83981
C -3.50807 1.87653 -1.17007
C -2.30961 1.29497 -0.80776
N -2.22660 0.13734 -0.15612
H -2.32797 -5.28213 3.00268
H -1.08849 -4.03952 3.29990
H -1.06440 -4.94971 1.79017
H -4.49843 -4.22985 2.55626
H -5.35823 -2.03400 1.25144
H -5.51595 -0.49364 0.07823
H -5.63933 1.62387 -1.10687
H -3.52380 2.81353 -1.69735
H -1.36114 1.75897 -1.04961
O 0.63903 1.70090 -1.05099
C 1.15955 2.80157 -0.63965
C 1.13170 3.90864 -1.52948
C 1.71490 5.10790 -1.22208
C 2.36981 5.27705 -0.00192
C 2.39753 4.23848 0.89689
C 1.79082 3.00136 0.62709
C 1.77974 1.98303 1.64725
N 1.08086 0.84992 1.67778
C 1.34231 0.23670 2.86830
C 2.21103 0.99791 3.58354
N 2.47949 2.08784 2.80858
H 0.62183 3.76769 -2.47218
H 1.66626 5.92694 -1.92437
H 2.82917 6.22102 0.24576
H 2.88107 4.39700 1.85169
H 0.87835 -0.69285 3.12934
H 2.64000 0.86536 4.55383
H 3.09441 2.84324 3.05908
C 3.93266 -0.90733 0.61893
N 3.80273 0.04485 -0.44774
C 4.47295 1.22763 -0.61932
C 4.02627 1.79231 -1.76766
N 3.09380 0.94048 -2.29599
C 2.92410 -0.10557 -1.46190
S 1.85033 -1.40067 -1.62453
H 4.65089 -0.54804 1.35063
H 4.26503 -1.86527 0.21516
H 2.95621 -1.06449 1.09020
H 5.20421 1.57289 0.08181
H 4.27600 2.72663 -2.22642
H 2.54059 1.09128 -3.12516
*
```

Results of the Mulliken charge analysis, in e, for atoms 1 through 2:
1 Pt 1.60
2 C -0.83


Record 2
Formula: CH3FINS
Source: OMol25
Level of theory: the ωB97M-V functional and the def2-TZVPD basis

Its HOMO-LUMO gap is 8.984 eV. Its LUMO energy is -0.006 eV. As for the SMILES: C=NSF.I. The calculation puts the relative energy (zero: lowest compared OMol25 entry of this formula, charge and spin) at 13.56 kcal per mole. The largest force on an atom comes out at 2.59 eV/Å.

```
! RIJCOSX wB97M-V def2-TZVPD def2/J DEFGRID3
* xyz 0 1
C -1.61079 -0.00493 0.08360
N -0.76057 -0.70217 -0.51580
F 0.46458 -2.32006 1.12415
S 0.48724 -1.64814 -0.39906
I 2.22376 1.67894 0.10905
H -2.17259 0.77908 -0.48678
H 3.17756 2.42881 -1.15163
H -1.80918 -0.21152 1.23648
*
```

Results of the Mulliken charge analysis, in e, for atoms 1 through 2:
1 C -0.28
2 N -0.16


Record 3
Formula: C22H32BF3N2O7Sn
Source: OMol25
Level of theory: the ωB97M-V functional and the def2-TZVPD basis

Its HOMO-LUMO gap is 2.714 eV. Its LUMO energy is -10.829 eV. The calculation puts the relative energy (zero: lowest compared OMol25 entry of this formula, charge and spin) at 0.00 kcal per mole. The largest force on an atom comes out at 3.38 eV/Å.

```
! RIJCOSX wB97M-V def2-TZVPD def2/J DEFGRID3
* xyz 2 1
C -1.09471 -1.73939 0.17938
C -0.31350 -2.75252 -0.71686
B 1.03149 -2.14771 -1.45518
O 1.82781 -2.92887 -2.25813
C 1.43828 -0.62203 -1.21090
C 2.31654 -0.13767 -0.12752
C 2.90644 -1.13846 0.87894
C 1.99329 -1.27247 2.14039
O 1.38220 -2.57464 2.04820
C 1.23751 -3.27104 3.21090
O 1.10491 -2.81547 4.30323
C 1.12993 -4.79855 2.97949
C 0.63504 -4.95698 1.52496
N 2.63626 1.10697 0.04983
N 2.16165 1.96091 -0.82891
C 2.55596 3.38872 -0.62984
C 1.38048 4.25394 -0.14440
C 0.67635 3.71109 1.14270
C -0.83696 4.12593 1.10146
C -1.68174 2.98904 1.72175
O -3.05647 3.18240 1.30143
C -3.78681 2.17940 1.92847
C -3.97683 0.82123 1.23234
O -4.24078 2.35639 3.02002
C 1.37889 1.72205 -1.85702
C 0.88406 2.76363 -2.86777
O -0.30180 3.11228 -2.87196
O 1.75852 3.12942 -3.64900
C 0.97361 0.36251 -2.08996
C 0.06781 0.02796 -3.27809
C -1.40686 0.49076 -2.97079
C -2.44977 -0.63100 -3.07808
F -2.09966 -1.64536 -3.88813
F -3.57171 -0.10306 -3.59388
F -2.80849 -1.15786 -1.86450
H -1.28134 -0.77875 -0.31549
H -0.59523 -1.54208 1.13647
H -2.09257 -2.19900 0.43386
H -0.05787 -3.68691 -0.18416
H -1.01265 -3.02691 -1.55181
H 1.40369 -2.96872 -3.13393
H 3.86418 -0.70057 1.21403
H 3.17278 -2.10522 0.42336
H 2.61202 -1.12832 3.03211
H 1.20295 -0.51363 2.03582
H 2.05333 -5.36553 3.15505
H 0.32124 -5.11943 3.65680
H 1.36650 -4.53189 0.82267
H 0.48334 -6.01986 1.23941
H -0.35754 -4.44048 1.36572
H 3.35188 3.42109 0.12778
H 3.01272 3.74764 -1.56672
H 1.81221 5.23593 0.12106
H 0.63087 4.46172 -0.92014
H 1.11056 4.23829 2.00545
H 0.75422 2.61429 1.21663
H -0.98377 5.07783 1.63527
H -1.21330 4.27378 0.07699
H -1.63793 3.06720 2.82253
H -1.34105 2.00034 1.35573
H -4.18473 0.91797 0.15596
H -4.81235 0.30940 1.72260
H -3.03560 0.25621 1.37682
H 0.41445 0.63644 -4.13163
H 0.15829 -1.03102 -3.56221
H -1.42240 1.00114 -1.99543
H -1.68928 1.25207 -3.71219
Sn -1.85854 -4.34454 0.55906
*
```

Results of the Mulliken charge analysis, in e, for atoms 1 through 2:
1 C -0.74
2 C -0.36


Record 4
Formula: CH2INS
Source: OMol25
Level of theory: the ωB97M-V functional and the def2-TZVPD basis

Its HOMO-LUMO gap is 9.001 eV. Its LUMO energy is 0.133 eV. As for the SMILES: C#[N+][S-].I. The calculation puts the relative energy (zero: lowest compared OMol25 entry of this formula, charge and spin) at 42.10 kcal per mole. The largest force on an atom comes out at 3.39 eV/Å.

```
! RIJCOSX wB97M-V def2-TZVPD def2/J DEFGRID3
* xyz 0 1
C 0.97088 0.55729 0.23614
N 1.14473 -0.55346 -0.05403
S 1.56922 -2.05568 -0.24439
I -2.81054 -0.17615 -0.12221
H -1.51830 0.72576 -0.07034
H 0.64400 1.50223 0.25484
*
```

Results of the Mulliken charge analysis, in e, for atoms 1 through 2:
1 C -0.13
2 N -0.05